1.
{
  "formula": "C7H11N",
  "method": "ωB97M-V/def2-TZVPD",
  "species": ["C", "C", "C", "C", "C", "C", "C", "H", "H", "H", "H", "H", "H", "H", "H", "H", "H", "H", "N"],
  "coordinates": [[0.75122, -1.89752, -0.25052], [-0.07627, -0.61601, -0.60576], [0.94658, 0.39155, -1.05235], [0.89817, 1.23560, 0.11291], [-0.60083, 1.45894, -0.12373], [-0.87702, 0.11323, 0.46280], [-1.73699, -0.25427, 1.39311], [-0.22054, -2.31297, 0.47165], [0.33498, -2.63706, -1.33235], [1.97461, -2.02885, 0.17500], [-0.97090, -0.91205, -1.26749], [1.93667, -0.14793, -1.63527], [0.61599, 0.72547, -2.07483], [1.24982, 0.86767, 1.13484], [0.40265, 2.61854, 1.30959], [-0.63515, 1.49650, -1.23861], [-2.29651, 0.60455, 2.05096], [-1.98425, -1.19129, 2.10870], [0.28777, 2.48590, 0.36136]],
  "e_homo_ev": -8.0,
  "multiplicity": 1,
  "gap_ev": 8.8221,
  "lumo_energy_ha": 0.030
}

=====

2.
{
  "formula": "C7H11N",
  "method": "ωB97M-V/def2-TZVPD",
  "species": ["C", "C", "C", "N", "C", "C", "C", "C", "H", "H", "H", "H", "H", "H", "H", "H", "H", "H", "H"],
  "coordinates": [[1.47949, -0.08824, 0.41437], [0.22130, 0.04774, 1.12779], [-0.27415, -1.35904, 0.93650], [-0.53190, -1.13891, -0.60969], [-1.58350, -0.14288, -0.46699], [-0.72231, 0.95521, 0.09119], [0.20901, 1.23346, -0.96177], [0.81971, -0.22964, -1.04272], [1.91819, -1.11541, 0.51074], [2.34898, 0.68911, 0.56086], [0.34223, 0.46753, 2.11883], [0.50661, -2.17000, 1.26027], [-1.19727, -1.62113, 1.52634], [-2.41255, -0.50856, -0.04792], [-1.86039, 0.14115, -1.50301], [-1.18660, 1.86083, 0.58260], [0.92816, 1.96981, -0.34989], [-0.19422, 1.59823, -2.02034], [1.18919, -0.58927, -2.12714]],
  "e_homo_ev": -8.8,
  "multiplicity": 1,
  "gap_ev": 9.9068,
  "lumo_energy_ha": 0.039
}

=====

Short version: 1 is the least stable of them.

=====

1.
{
  "formula": "C7H11N",
  "method": "ωB97M-V/def2-TZVPD",
  "species": ["C", "C", "C", "C", "C", "N", "C", "C", "H", "H", "H", "H", "H", "H", "H", "H", "H", "H", "H"],
  "coordinates": [[-2.80820, -0.60786, 0.23650], [-1.98881, 0.25283, -0.29738], [-0.48418, 0.23234, -0.36424], [0.10874, 1.50610, 0.23957], [1.63287, 1.06284, 0.20910], [1.51696, -0.19850, -0.47494], [1.57324, -1.57976, -0.08082], [0.33689, -0.80771, 0.35419], [-3.87627, -0.56356, 0.11496], [-2.54793, -1.49438, 0.85638], [-2.38082, 1.06703, -0.90210], [-0.39431, 0.16012, -1.50565], [-0.09877, 2.35347, -0.38865], [-0.13123, 1.59086, 1.30002], [2.14150, 0.95773, 1.20630], [2.20856, 1.77993, -0.44477], [2.27543, -1.89763, 0.77726], [1.64664, -2.24204, -0.94226], [0.31514, -0.67472, 1.47155]],
  "e_homo_ev": -8.5,
  "multiplicity": 1,
  "gap_ev": 9.6261,
  "lumo_energy_ha": 0.043
}

=====

2.
{
  "formula": "C7H11N",
  "method": "ωB97M-V/def2-TZVPD",
  "species": ["C", "C", "C", "C", "C", "C", "C", "N", "H", "H", "H", "H", "H", "H", "H", "H", "H", "H", "H"],
  "coordinates": [[-0.88328, -2.01949, -0.88582], [-0.10206, -0.80946, -0.73125], [0.53532, 0.13312, -1.72408], [0.56416, 1.36243, -1.04574], [0.05432, 0.91703, 0.37420], [-0.13649, 1.97985, 1.52639], [0.77803, -0.46776, 0.55686], [-1.20333, -0.01403, -0.06163], [-0.45844, -2.96891, -1.61902], [-1.15151, -2.54066, -0.11001], [-2.04142, -1.73152, -1.29100], [1.19414, -0.13882, -2.65224], [1.59439, 2.08101, -1.05216], [-0.79555, 2.93480, 1.57520], [1.01295, 2.14710, 1.49268], [-0.29358, 1.34998, 2.44553], [1.78798, -0.55440, 0.55291], [0.75822, -1.06436, 1.67932], [-1.21384, -0.59588, 0.96986]],
  "e_homo_ev": -9.0,
  "multiplicity": 1,
  "gap_ev": 9.7659,
  "lumo_energy_ha": 0.028
}

=====

3.
{
  "formula": "C7H11N",
  "method": "ωB97M-V/def2-TZVPD",
  "species": ["C", "C", "C", "C", "C", "C", "C", "H", "H", "H", "H", "H", "H", "H", "H", "H", "H", "H", "N"],
  "coordinates": [[-2.18038, -0.33734, -0.15489], [-1.32764, 0.96158, 0.03071], [0.04552, 0.27513, 0.00947], [0.49233, -0.93298, 0.96261], [1.50256, -1.04107, -0.18872], [2.28367, 0.36173, -0.11954], [1.36957, 1.19540, 0.21409], [-2.08243, -0.78565, -1.26108], [-3.42269, -0.12102, 0.18579], [-1.97460, -1.14897, 0.58614], [-1.66160, 1.74794, -0.56507], [-1.34505, 1.48130, 0.99175], [-0.09994, -1.73228, 1.08103], [0.97647, -0.50017, 1.92324], [1.59764, -2.13560, -0.53347], [0.61775, 0.31881, -1.81481], [3.34745, 0.67944, -0.54694], [1.53445, 2.19181, 0.29608], [0.32692, -0.47807, -1.09637]],
  "e_homo_ev": -8.7,
  "multiplicity": 1,
  "gap_ev": 9.8395,
  "lumo_energy_ha": 0.040
}

=====

4.
{
  "formula": "C7H11N",
  "method": "ωB97M-V/def2-TZVPD",
  "species": ["C", "C", "C", "C", "C", "C", "C", "N", "H", "H", "H", "H", "H", "H", "H", "H", "H", "H", "H"],
  "coordinates": [[1.39620, -0.86140, -0.89134], [-1.28254, -1.52546, 1.21840], [-0.66299, 0.73666, -0.40333], [0.70512, 0.10171, 0.07677], [-1.90237, -0.29038, 1.26070], [-0.58813, 1.45198, -1.55294], [1.48557, 1.18266, 0.52780], [-1.73936, 0.70945, 0.39705], [-2.54910, -0.06433, 2.10725], [2.26359, -1.31957, -0.41121], [0.72018, -1.65740, -1.20371], [1.73776, -0.34528, -1.78915], [-1.47840, 1.89887, -1.97646], [0.33175, 1.50073, -2.11677], [1.03847, 1.96526, 1.12632], [2.55267, 1.24271, 0.34252], [-0.94450, -1.95624, 0.28667], [0.30144, -0.56036, 0.94971], [-1.38534, -2.20961, 2.05170]],
  "e_homo_ev": [-7.9, -8.1],
  "multiplicity": 1,
  "gap_ev": [6.7643, 8.1689],
  "lumo_energy_ha": [-0.043, 0.002]
}

=====

Short version: 2 is the least stable of them.

=====

1.
{
  "formula": "C7H11N",
  "method": "ωB97M-V/def2-TZVPD",
  "species": ["C", "C", "N", "C", "C", "C", "C", "C", "H", "H", "H", "H", "H", "H", "H", "H", "H", "H", "H"],
  "coordinates": [[0.14245, 1.12326, 0.27125], [1.53516, 1.81412, 0.44009], [1.39780, 3.31542, 0.66748], [-0.56488, 1.08497, -1.14379], [-0.06502, -0.23866, -0.56917], [-1.06320, -1.28788, -0.33283], [-0.57948, -2.47253, 0.27933], [-1.08825, -3.73589, 0.58460], [-0.55073, 1.32515, 1.08287], [2.24999, 1.36311, 1.12164], [2.27631, 3.77758, 0.73152], [1.00108, 3.70995, -0.24338], [-1.57811, 1.26791, -1.11959], [0.00860, 1.54289, -1.97948], [0.91379, -0.53057, -0.85181], [-2.06673, -1.06233, -0.71909], [0.47226, -2.39129, 0.56303], [-2.00333, -4.14664, 0.17351], [-0.43771, -4.45858, 1.04382]],
  "e_homo_ev": -5.6,
  "multiplicity": 1,
  "gap_ev": 3.6770,
  "lumo_energy_ha": -0.072
}

=====

2.
{
  "formula": "C7H11N",
  "method": "ωB97M-V/def2-TZVPD",
  "species": ["C", "C", "C", "C", "C", "C", "C", "N", "H", "H", "H", "H", "H", "H", "H", "H", "H", "H", "H"],
  "coordinates": [[1.39316, 1.10507, -1.20944], [1.70510, -1.26163, -0.19438], [-1.25155, 0.99726, 0.05944], [0.91747, -0.00448, -0.33318], [-0.97116, -0.87270, 0.99963], [-1.60252, 2.14585, 0.59660], [-1.74484, -1.79953, 0.43132], [-0.22072, 0.15177, 0.29819], [-0.72339, -0.89441, 2.05779], [2.16212, 1.70519, -0.71798], [1.83237, 0.70244, -2.12305], [2.13831, -1.55225, -1.15368], [2.52924, -1.13183, 0.51075], [1.08285, -2.08224, 0.16903], [0.56185, 1.76173, -1.46601], [-1.03368, 2.64840, 1.38213], [-2.50054, 2.64859, 0.26815], [-2.00944, -1.74565, -0.61273], [-2.26463, -2.52161, 1.03743]],
  "e_homo_ev": [-6.6, -6.6],
  "multiplicity": 1,
  "gap_ev": [7.5605, 7.5576],
  "lumo_energy_ha": [0.034, 0.034]
}

=====

Short version: 1 is the least stable of them.

=====

1.
{
  "formula": "C7H11N",
  "method": "ωB97M-V/def2-TZVPD",
  "species": ["C", "C", "C", "C", "N", "C", "C", "C", "H", "H", "H", "H", "H", "H", "H", "H", "H", "H", "H"],
  "coordinates": [[-0.99483, -1.74858, -1.89437], [-0.34645, -1.21138, -0.99507], [0.90426, -0.51817, -0.75170], [2.17189, -1.13570, -1.24945], [0.90962, 0.50985, -0.00019], [-0.29749, 1.08248, 0.36591], [-0.17792, 2.10849, 1.46181], [-1.39915, -0.29251, 1.00238], [-1.88178, -2.07548, -2.38066], [2.15129, -2.21642, -1.11358], [2.27439, -0.94616, -2.31843], [3.01897, -0.71042, -0.71458], [-0.88666, 1.42076, -0.49342], [0.33164, 2.99663, 1.07918], [-1.16580, 2.40988, 1.81042], [0.39577, 1.70990, 2.29899], [-0.88662, -0.45022, 1.95023], [-1.83954, -1.25778, 0.77380], [-2.28160, 0.32482, 1.16874]],
  "e_homo_ev": -8.9,
  "multiplicity": 1,
  "gap_ev": 9.3476,
  "lumo_energy_ha": 0.017
}

=====

2.
{
  "formula": "C7H11N",
  "method": "ωB97M-V/def2-TZVPD",
  "species": ["C", "C", "C", "C", "N", "C", "C", "C", "H", "H", "H", "H", "H", "H", "H", "H", "H", "H", "H"],
  "coordinates": [[0.44297, -2.95845, -0.02718], [0.46593, -1.74282, -0.96202], [0.33202, -0.42520, -0.27566], [1.07970, 0.10096, 0.75033], [0.47980, 1.27526, 1.14572], [-0.45547, 1.65511, 0.20364], [-1.23381, 2.91401, 0.18529], [-0.63225, 0.54823, -0.62345], [-0.35497, -2.74312, 0.68803], [0.27543, -3.87093, -0.58548], [1.24018, -3.00066, 0.72259], [-0.16940, -1.82562, -1.85122], [1.42133, -1.85752, -1.52377], [2.01862, -0.25664, 1.14159], [0.92314, 1.93042, 1.77014], [-2.29178, 2.71758, 0.38874], [-0.93788, 3.60638, 0.97539], [-1.18693, 3.46012, -0.76209], [-1.41662, 0.47291, -1.36061]],
  "e_homo_ev": -7.7,
  "multiplicity": 1,
  "gap_ev": 8.7228,
  "lumo_energy_ha": 0.038
}

=====

Short version: 1 is the least stable of them.